Below is an isolated molecule of C3H6N2O in a non-equilibrium geometry, with properties calculated with ωB97M-V/def2-TZVPD.

Structure (XYZ):
```
12
Properties=species:S:1:pos:R:3
C -0.261 0.060 0.161
C 0.812 0.744 -0.672
C 1.152 0.521 0.714
N -1.598 0.743 0.185
N -0.401 -1.331 -0.244
O -2.545 -0.007 0.077
H 1.109 0.174 -1.514
H 0.491 1.700 -0.960
H 1.740 -0.262 0.834
H 1.007 1.267 1.378
H -1.347 -1.591 -0.440
H -0.160 -2.018 0.479
```

Its energy above the lowest of the compared OMol25 structures with the same formula, charge and spin is 4.879 eV. The value obtained for the electronic energy is -8231.8200 eV.